1.
The following is a DFT calculation (ωB97M-V/def2-TZVPD) of a molecular structure, H8O12S2V.

Computed properties:
* orbital gap (alpha / beta): 3.70 / 3.64 eV
* <S²>: 3.754
* highest occupied orbital energy (alpha / beta): -0.016 / -0.016 Eh
* net charge: -2
* multiplicity: 4
* DFT total energy: -72058.639 eV

Last column: Löwdin charge in e.
Cartesian coordinates (Å):
V  -2.2561  -12.8364  0.9597  0.832
S  -1.5216  -9.6776  1.9107  0.135
O  -0.3974  -9.2633  1.1251  -0.426
O  -2.7029  -8.8646  1.6557  -0.395
O  -1.8213  -11.1035  1.7188  -0.470
O  -1.1226  -9.4712  3.3043  -0.453
S  -5.6141  -12.6596  0.1722  0.073
O  -6.3324  -13.7102  0.8251  -0.421
O  -5.6827  -12.7935  -1.2895  -0.444
O  -6.1572  -11.4035  0.6303  -0.393
O  -4.2640  -12.6679  0.6152  -0.437
O  -2.4674  -14.6863  -0.2229  -0.031
H  -3.3038  -15.0897  -0.4321  0.090
H  -1.9306  -14.9520  -0.9058  0.017
O  -0.0740  -13.6449  1.2203  -0.030
H  0.5747  -13.1385  0.8100  0.031
H  0.0657  -14.5578  0.8444  0.092
O  -2.8933  -13.5274  2.9424  -0.057
H  -2.6644  -13.9657  3.8041  0.102
H  -3.6313  -13.0692  3.3159  0.071
O  -1.9143  -12.2053  -1.1632  -0.020
H  -1.0160  -12.2696  -1.5326  0.082
H  -2.3847  -12.5603  -1.8883  0.051

2.
The following is a DFT calculation (ωB97M-V/def2-TZVPD) of 4 unconnected molecules or ions with the total composition H8O4.

Computed properties:
* orbital gap (alpha / beta): 3.46 / 11.47 eV
* <S²>: 0.750
* highest occupied orbital energy (alpha / beta): 0.018 / -0.272 Eh
* net charge: -1
* multiplicity: 2
* DFT total energy: -8319.410 eV
* energy relative to the best compared isomer or geometry (same formula, charge and spin): 0.052 eV

Last column: Löwdin charge in e.
Cartesian coordinates (Å):
O  0.3787  -2.0271  -0.9381  -0.141
H  -0.5237  -1.9195  -1.2386  -0.002
H  0.5553  -1.2403  -0.4222  -0.043
O  0.9584  0.2092  0.7250  -0.170
H  1.4599  -0.2445  1.4024  0.049
H  0.0646  0.2374  1.0664  -0.018
O  1.3541  1.6326  -1.4382  -0.139
H  1.2747  1.0416  -0.6895  -0.055
H  0.9276  2.4405  -1.1525  0.006
O  -1.8169  -0.0362  0.6910  -0.368
H  -2.3006  0.7082  1.0490  -0.064
H  -2.3322  -0.8018  0.9453  -0.055

3.
The following is a DFT calculation (ωB97M-V/def2-TZVPD) of 4 unconnected molecules or ions with the total composition H8O4.

Computed properties:
* orbital gap: 9.57 eV
* highest occupied orbital energy: -0.358 Eh
* multiplicity: 1
* DFT total energy: -8317.818 eV
* energy relative to the best compared isomer or geometry (same formula, charge and spin): 2.858 eV
* SMILES: O.O.O.O

Last column: Löwdin charge in e.
Cartesian coordinates (Å):
O  -1.2767  2.3792  -0.4002  -0.093
H  -1.4031  1.4311  -0.3632  -0.130
H  -0.4935  2.5376  0.1269  0.014
O  1.0230  -0.4876  -0.6938  0.010
H  1.4295  -1.3483  -0.5923  0.106
H  1.5852  -0.0288  -1.3181  0.126
O  0.6928  -1.4002  1.4757  -0.047
H  0.2107  -2.0482  0.9620  0.034
H  0.8652  -0.6868  0.8612  -0.022
O  -1.0067  0.2481  0.0379  -0.022
H  -1.4111  -0.5693  0.3290  0.089
H  -0.2154  -0.0271  -0.4249  -0.066

4.
The following is a DFT calculation (ωB97M-V/def2-TZVPD) of 4 unconnected molecules or ions with the total composition H8O4.

Computed properties:
* orbital gap: 11.34 eV
* highest occupied orbital energy: -0.399 Eh
* multiplicity: 1
* DFT total energy: -8319.621 eV
* energy relative to the best compared isomer or geometry (same formula, charge and spin): 1.055 eV
* SMILES: O.O.O.O

Last column: Löwdin charge in e.
Cartesian coordinates (Å):
O  11.5289  11.0427  -14.9160  -0.049
H  11.9786  10.7217  -14.1344  -0.019
H  12.1008  11.7307  -15.2564  0.032
O  11.5573  7.9840  -15.2089  -0.049
H  10.9043  7.6346  -14.6025  0.028
H  11.9076  8.7566  -14.7655  -0.026
O  11.6732  14.3857  -14.1379  -0.053
H  11.4770  14.6099  -15.0475  0.031
H  11.2018  15.0401  -13.6223  0.030
O  12.7910  9.4144  -12.8905  -0.038
H  12.3077  8.6310  -12.6279  0.053
H  12.5919  10.0583  -12.2108  0.059

5.
The following is a DFT calculation (ωB97M-V/def2-TZVPD) of 4 unconnected molecules or ions with the total composition H8O4.

Computed properties:
* orbital gap: 11.01 eV
* highest occupied orbital energy: -0.390 Eh
* multiplicity: 1
* DFT total energy: -8319.903 eV
* energy relative to the best compared isomer or geometry (same formula, charge and spin): 0.773 eV
* SMILES: O.O.O.O

Last column: Löwdin charge in e.
Cartesian coordinates (Å):
O  19.0157  2.1305  -24.8637  -0.074
H  19.8508  1.6779  -24.6910  -0.009
H  18.9992  2.2953  -25.8147  -0.016
O  21.4459  1.3563  -23.4047  -0.043
H  21.8653  2.1288  -23.0146  0.049
H  22.1254  0.6760  -23.4237  0.046
O  18.9972  3.0753  -27.7397  -0.039
H  19.2668  3.9632  -27.4810  0.066
H  19.6918  2.7594  -28.3265  0.064
O  16.0059  2.6475  -28.1379  -0.066
H  16.9479  2.5772  -27.9358  -0.009
H  15.7526  3.5184  -27.8210  0.029

6.
The following is a DFT calculation (ωB97M-V/def2-TZVPD) of 4 unconnected molecules or ions with the total composition H8O4.

Computed properties:
* orbital gap: 11.57 eV
* highest occupied orbital energy: -0.416 Eh
* multiplicity: 1
* DFT total energy: -8318.893 eV
* energy relative to the best compared isomer or geometry (same formula, charge and spin): 1.783 eV
* SMILES: O.O.O.O

Last column: Löwdin charge in e.
Cartesian coordinates (Å):
H  0.1585  -1.4567  -0.3762  -0.018
H  -0.2804  -0.0757  0.0825  0.039
H  -3.9461  0.1896  -0.3317  0.029
H  -4.9519  0.2515  0.8060  0.032
H  1.5938  -0.6979  -0.4424  0.053
H  1.7232  -2.0569  0.2257  0.074
H  3.2263  1.5007  0.8168  0.038
H  3.5753  0.4663  -0.2407  0.017
O  -0.5666  -0.8261  -0.4505  -0.085
O  -4.5961  0.7721  0.0771  -0.064
O  1.5684  -1.1258  0.4209  -0.057
O  3.4570  1.4146  -0.1150  -0.059

Q: Look up the multiplicity of the fourth one.
A: 1